{
  "formula": "C24H75O31P7",
  "method": "wB97M-V/def2-TZVPD",
  "charge": 0,
  "smiles": "COP(=O)(OC)OC.COP(=O)(OC)OC.COP(=O)(OC)OC.COP(=O)(OC)OC.COP(=O)(OC)OC.COP(=O)(OC)OC.COP(=O)(OC)OC.CO.CO.CO",
  "homo_lumo_gap_ev": 10.213,
  "lumo_energy_ev": 0.3,
  "energy_ha": -5681.783563,
  "relative_energy_kcal_mol": 108.36,
  "species": ["C", "O", "P", "O", "O", "C", "O", "C", "H", "H", "H", "H", "H", "H", "H", "H", "H", "C", "O", "P", "O", "O", "C", "O", "C", "H", "H", "H", "H", "H", "H", "H", "H", "H", "C", "O", "P", "O", "O", "C", "O", "C", "H", "H", "H", "H", "H", "H", "H", "H", "H", "C", "O", "P", "O", "O", "C", "O", "C", "H", "H", "H", "H", "H", "H", "H", "H", "H", "C", "O", "P", "O", "O", "C", "O", "C", "H", "H", "H", "H", "H", "H", "H", "H", "H", "C", "O", "P", "O", "O", "C", "O", "C", "H", "H", "H", "H", "H", "H", "H", "H", "H", "C", "O", "P", "O", "O", "C", "O", "C", "H", "H", "H", "H", "H", "H", "H", "H", "H", "C", "O", "H", "H", "H", "H", "C", "O", "H", "H", "H", "H", "C", "O", "H", "H", "H", "H"],
  "positions_angstrom": [[-0.807270, -0.292500, -1.491757], [0.331100, -0.205820, -0.713037], [0.287200, 0.231910, 0.817153], [-0.660500, 1.345950, 1.161913], [1.883890, 0.485330, 1.073693], [2.447290, 0.638580, 2.385013], [0.043560, -1.169210, 1.649733], [-1.242630, -1.611170, 2.041113], [-1.058160, -1.347280, -1.603947], [-0.617490, 0.030180, -2.515457], [-1.698780, 0.258720, -1.192647], [2.868030, 1.643380, 2.423123], [3.190950, -0.115670, 2.642253], [1.627850, 0.562950, 3.099793], [-1.401610, -2.676710, 2.206793], [-2.051530, -1.316310, 1.372653], [-1.462170, -1.148450, 3.003293], [-3.835410, -0.455600, 8.395873], [-3.974840, 0.162790, 7.093563], [-3.300690, -0.422430, 5.709543], [-1.842340, -0.726030, 5.749773], [-4.295020, -1.641460, 5.340283], [-4.637850, -2.013210, 3.999173], [-3.881300, 0.635610, 4.582943], [-2.973660, 1.386050, 3.726643], [-4.578180, -1.250740, 8.460123], [-3.809570, 0.304800, 9.176413], [-2.866950, -0.945070, 8.498813], [-5.671770, -1.692370, 3.872033], [-4.623390, -3.100550, 4.073793], [-3.830360, -1.801730, 3.298223], [-1.951710, 1.458540, 4.098743], [-3.400110, 2.378890, 3.583453], [-2.773210, 0.928200, 2.757983], [3.747060, -2.594250, -1.574857], [3.237470, -2.835300, -2.864277], [4.032490, -2.212030, -4.102497], [5.506030, -2.490630, -4.028837], [3.316340, -2.766320, -5.456487], [3.805320, -3.957990, -6.207607], [3.634070, -0.667500, -4.020527], [2.299770, -0.348750, -3.779987], [3.012570, -2.608670, -0.769607], [4.535300, -1.841560, -1.560027], [4.299220, -3.388390, -1.072297], [4.536640, -4.545990, -5.653057], [4.389000, -3.751260, -7.104637], [3.016770, -4.582010, -6.628177], [2.201620, 0.075260, -2.780647], [1.666310, -1.234010, -3.723937], [1.755460, 0.237460, -4.520387], [-3.311350, 3.691920, 0.383333], [-4.682990, 3.498990, 0.222783], [-5.507880, 4.120490, -0.998937], [-6.941110, 3.757810, -0.972817], [-5.212910, 5.702350, -0.847227], [-6.037120, 6.628720, -1.618857], [-4.704650, 3.651900, -2.289597], [-4.653400, 2.271220, -2.611087], [-3.164120, 3.653540, 1.462663], [-2.826550, 4.489730, -0.179307], [-2.710730, 2.823560, 0.112583], [-6.408740, 7.466910, -1.029417], [-6.891540, 6.159810, -2.106897], [-5.514170, 6.996050, -2.501867], [-4.353760, 1.560070, -1.841287], [-3.857760, 2.206190, -3.353267], [-5.618990, 1.940200, -2.993407], [-3.145750, 1.896610, -7.472747], [-2.987440, 0.945170, -6.398087], [-1.946750, 1.209380, -5.225837], [-1.597060, 2.614980, -5.022107], [-2.501630, 0.313180, -3.979187], [-2.727670, -1.053450, -4.131387], [-0.620880, 0.336080, -5.664077], [0.090200, 0.586180, -6.843007], [-2.597940, 1.607880, -8.369767], [-2.817430, 2.918170, -7.281127], [-4.223830, 1.933590, -7.629157], [-1.997290, -1.621140, -3.554867], [-2.561310, -1.405870, -5.149337], [-3.696510, -1.357120, -3.734867], [1.174370, 0.474170, -6.854167], [-0.074390, 1.613410, -7.168287], [-0.246270, -0.093120, -7.626237], [2.966130, -4.008830, 2.017463], [3.051490, -5.344840, 1.597123], [1.918980, -6.033220, 0.621423], [1.365830, -5.111660, -0.443577], [2.600080, -7.453090, 0.183813], [3.665980, -7.459580, -0.750517], [0.822860, -6.516730, 1.704853], [-0.361730, -5.825280, 1.683713], [2.113980, -3.585890, 1.485423], [3.840060, -3.413780, 1.752363], [2.784570, -3.921530, 3.088683], [3.574280, -8.254070, -1.491107], [4.463380, -7.661290, -0.035277], [3.808250, -6.495550, -1.238897], [-0.833780, -6.298440, 2.544763], [-0.894830, -5.929780, 0.738733], [-0.203190, -4.831290, 2.101993], [-1.136910, 6.790150, 0.233473], [0.014820, 6.905800, -0.560957], [1.117840, 5.699320, -0.707237], [2.156180, 6.039580, -1.738607], [1.540150, 5.302760, 0.819643], [2.516900, 6.129820, 1.454943], [0.158470, 4.443750, -1.098207], [0.507510, 3.438880, -2.043617], [-1.238900, 5.902480, 0.857753], [-1.901250, 6.866850, -0.539827], [-1.255240, 7.712390, 0.802323], [3.028430, 6.888400, 0.862503], [3.277440, 5.417750, 1.775303], [2.023660, 6.599530, 2.305933], [0.062800, 3.730440, -2.995107], [0.029730, 2.487610, -1.809297], [1.587440, 3.471190, -2.187907], [-1.239470, -3.993540, 6.252463], [-1.157080, -3.399700, 5.049863], [-2.205990, -3.722250, 6.677123], [-1.112570, -5.075990, 6.269543], [-0.477060, -3.580140, 6.912713], [-1.538250, -2.538470, 5.235853], [6.220540, -1.772470, 3.350203], [5.812950, -3.100610, 3.705603], [7.186250, -1.431870, 3.723693], [6.321010, -1.645360, 2.272313], [5.491840, -0.997450, 3.587753], [5.586030, -3.101870, 4.638403], [6.395390, 1.480720, 1.949633], [7.714410, 1.346450, 2.465363], [5.996000, 0.510040, 1.655743], [5.777360, 1.955140, 2.711903], [6.369330, 2.088530, 1.045203], [8.138410, 0.751850, 1.842253]],
  "atomic_forces_ev_per_a": [[-1.36, -0.83, -1.72], [1.26, 0.90, 1.52], [0.36, 0.15, 1.43], [1.29, -1.85, -0.51], [-1.67, -0.81, -0.95], [-1.06, 0.47, 0.27], [0.71, 0.83, -1.11], [-1.37, 0.76, 0.89], [-0.21, -0.12, 0.28], [0.49, 0.28, 0.15], [0.25, 0.18, 0.61], [0.10, -0.14, 0.11], [-0.04, -0.09, -0.52], [0.21, 0.09, 0.32], [1.11, -0.18, -0.31], [0.19, 0.27, -0.39], [-0.08, 0.05, 0.13], [0.95, -0.64, -0.75], [1.07, -0.45, -1.51], [-2.31, 0.83, -0.19], [-1.48, 0.32, -0.15], [1.30, 0.91, 1.25], [0.27, -1.41, 1.13], [1.90, -0.71, 1.01], [0.46, 0.14, -0.04], [-0.27, 0.42, 0.47], [-0.76, 0.03, -0.28], [0.20, -0.07, -0.29], [0.44, 0.36, -0.86], [-0.31, -0.14, -0.31], [-0.57, 0.73, -0.27], [-0.19, 0.15, 0.71], [0.01, -0.17, 0.11], [-0.79, -0.32, -0.09], [1.26, -0.56, 1.84], [-0.41, -0.61, -0.68], [2.41, -1.05, -0.44], [-2.30, 0.73, -0.30], [0.51, -0.70, 0.26], [0.78, 0.19, 0.14], [1.04, -0.72, -1.06], [-2.32, -0.37, 0.99], [-0.93, 1.35, -0.72], [-0.70, 0.75, 0.04], [0.52, -1.21, -1.26], [-0.51, 0.02, 0.63], [-0.06, 1.28, 0.07], [-0.57, 0.30, 0.91], [0.13, 0.44, -0.11], [0.12, -0.35, 0.00], [0.91, 0.49, -0.23], [1.75, -1.05, 0.71], [-1.50, 0.38, -1.09], [-0.90, 0.14, 0.97], [1.22, 0.16, -0.11], [-0.57, -0.35, -0.89], [-0.14, -0.30, -0.91], [0.05, 0.69, 0.73], [0.30, -0.53, -1.01], [0.28, 1.02, 0.03], [-0.56, 0.50, 0.40], [-0.36, -0.52, -0.56], [0.39, -0.31, 0.33], [-0.22, -0.49, 0.65], [0.71, 0.18, 0.40], [-0.05, 0.54, 0.71], [-0.42, -0.04, -0.16], [0.06, 0.05, -0.17], [-0.59, 0.36, -0.27], [0.37, 0.31, 0.28], [1.59, -1.38, -0.51], [-0.59, -0.32, 0.63], [0.71, 2.51, -1.45], [0.41, -2.01, -0.08], [-0.95, -0.18, 1.74], [-0.28, 0.70, -1.72], [-0.19, -0.54, 0.10], [0.12, -0.18, 0.78], [0.18, -0.06, -0.38], [0.17, 0.19, 0.17], [-0.46, 0.17, -0.12], [-0.18, 0.39, -0.31], [0.01, -0.25, 1.15], [-0.08, 0.11, -0.14], [-0.26, 0.00, -0.08], [-1.12, 1.09, -0.46], [-0.07, -2.05, -1.38], [0.34, 0.75, -0.07], [1.23, -1.79, 1.81], [-2.57, 2.04, 0.71], [1.12, 0.16, 0.87], [3.29, -1.02, -1.88], [-1.64, 0.28, 2.04], [-0.08, 0.55, 0.18], [0.24, -0.41, 0.02], [0.11, -0.29, 0.00], [-0.32, 0.05, 0.22], [0.90, -0.03, -0.95], [-0.05, -0.04, -0.05], [-1.12, -0.10, -0.43], [-0.09, 0.39, 0.25], [-0.19, 0.56, -0.87], [-1.22, 0.85, -0.70], [2.98, -1.44, -0.04], [-1.03, 0.02, -1.50], [-1.42, -0.60, 2.31], [-0.44, 0.66, -2.31], [0.43, -0.43, 0.84], [0.44, 1.25, 1.37], [0.02, 0.83, -1.14], [0.26, 0.02, -0.15], [-0.73, -0.56, 0.48], [0.27, -0.17, 0.40], [-0.45, -0.10, -0.48], [0.10, 0.29, 0.35], [0.22, 0.02, 0.05], [0.03, 0.04, -0.15], [0.51, 0.03, 0.60], [-0.02, -0.74, 0.12], [-0.13, -0.60, 2.75], [0.14, 0.49, -2.83], [-0.25, -0.49, 0.58], [-0.11, -0.03, -0.48], [0.21, -0.09, 0.47], [0.24, 0.77, -0.58], [-0.10, 0.41, -0.42], [0.37, 0.88, -0.43], [0.07, -0.40, 0.51], [-0.10, -0.81, -0.20], [-0.27, -0.12, 0.50], [0.04, 0.02, 0.07], [0.00, 0.13, -0.14], [-0.29, -0.16, -0.23], [-0.28, -0.08, 0.24], [0.00, -0.15, -0.04], [0.07, 0.28, -0.02], [0.47, 0.02, 0.13]]
}